172
Properties=species:S:1:pos:R:3:forces:R:3 method="wB97M-V/def2-TZVPD" e_homo_ev=-18.48 spin_multiplicity=1 charge=+5
O 0.918409 -0.159603 -0.633943 -0.05 -0.20 -0.10
H 0.193078 -0.183611 0.005667 0.20 0.01 -0.06
C 2.521170 -3.197397 -1.833091 0.10 0.59 -0.10
C 1.652613 -3.100179 -3.121777 1.17 -1.29 2.92
C 0.339140 -3.799384 -2.751543 -0.89 0.21 -2.35
C -0.720971 -3.371698 -3.764074 -1.22 0.91 0.65
C -0.898978 -1.830169 -3.712534 0.74 -0.31 -0.85
C 0.345680 -1.078526 -4.261181 -0.60 0.13 1.70
N 1.497846 -1.634560 -3.364837 2.33 1.09 -3.23
O 2.506118 -0.967087 -3.373654 -1.83 -1.16 1.05
C 0.284245 0.424439 -3.940936 -0.13 -0.14 0.19
C 0.656602 -1.404479 -5.713430 -0.41 0.67 -1.38
C 2.388203 -3.742184 -4.314536 -0.50 0.46 -0.79
H 3.580108 -2.957614 -1.927193 -0.03 -0.05 -0.50
H 2.452563 -4.206544 -1.434091 -0.09 0.05 -0.07
H 2.100195 -2.453189 -1.149849 -0.07 -0.24 0.38
H -0.041662 -3.610552 -1.750198 0.48 0.07 0.14
H 0.454885 -4.857479 -2.988698 0.41 -0.14 0.79
H -1.715606 -3.745228 -3.509448 0.15 -0.40 0.23
H -0.534691 -3.814753 -4.741381 0.17 0.45 -0.15
H -1.013295 -1.493486 -2.679225 0.03 -0.19 0.14
H -1.814539 -1.546350 -4.230131 0.25 0.19 -0.33
H 1.204411 0.961131 -4.166239 -0.14 -0.07 -0.67
H 0.146133 0.626752 -2.874748 -0.11 -0.56 0.18
H -0.588151 0.807837 -4.470360 0.27 0.24 -0.26
H 0.260320 -2.344559 -6.090075 0.21 -0.18 0.39
H 1.644464 -1.231986 -6.142571 0.44 -0.30 0.84
H 0.128334 -0.665768 -6.325911 -0.45 0.12 0.35
H 3.293608 -3.185424 -4.551427 0.04 -0.04 0.08
H 1.756604 -3.756444 -5.202111 0.06 0.09 -0.03
H 2.640922 -4.787816 -4.143836 0.00 0.12 0.56
C -1.471679 0.577175 6.855902 -0.35 1.03 -0.25
C -0.911165 1.411168 5.671853 0.36 -2.38 0.30
C -0.143400 0.434660 4.758398 0.21 1.50 -0.63
C 0.252737 1.096058 3.421563 -0.09 -0.42 -0.86
C -0.958469 1.588459 2.615396 0.54 -1.90 1.38
C -1.921534 2.461053 3.448152 0.17 -0.23 -2.00
N -2.073196 2.000221 4.894622 0.32 2.32 1.42
O -2.955134 2.497858 5.533719 0.68 -1.28 -1.24
C -3.288409 2.380757 2.754617 -0.84 0.72 -0.04
C -1.382478 3.896665 3.483524 -1.45 1.55 -0.10
C 0.001116 2.542745 6.167394 -1.08 0.09 -0.09
H -0.637140 0.061095 7.326566 -0.01 0.23 0.18
H -2.206373 -0.178061 6.574095 0.05 0.05 -0.34
H -1.977440 1.265897 7.531093 0.20 -0.27 0.41
H -0.780884 -0.442499 4.656186 0.12 -0.01 -0.55
H 0.782043 0.112548 5.235159 -0.20 0.05 0.42
H 0.752065 0.338988 2.809731 -0.03 -0.06 -0.08
H 0.974978 1.915090 3.408957 0.13 -0.05 1.03
H -1.439283 0.649043 2.325475 -0.55 0.20 -0.10
H -0.578730 2.012977 1.688119 -0.50 0.64 0.12
H -3.841686 1.462660 2.954641 0.06 0.04 0.47
H -3.249242 2.405664 1.663628 0.90 -0.05 0.00
H -3.911813 3.256019 2.944089 -0.15 -0.21 0.60
H -1.790637 4.375520 2.589979 0.57 -0.39 -0.53
H -0.322672 4.119269 3.568133 0.06 -0.61 -0.04
H -1.910977 4.579732 4.155426 0.09 -0.57 0.81
H -0.585574 3.200977 6.808527 0.20 0.10 0.10
H 0.401947 3.112546 5.334048 0.34 -0.05 0.22
H 0.758257 2.032499 6.759921 0.19 0.26 -0.08
C -0.611065 -2.702170 1.862729 0.80 0.10 0.27
C -0.808798 -3.727461 3.008158 -1.82 1.06 0.43
C -2.117107 -4.511352 2.772196 0.71 -1.09 0.45
C -1.968783 -5.474515 1.629998 -1.23 -0.22 -1.60
C -0.815383 -6.417530 1.806595 0.44 -0.23 0.45
C 0.580682 -5.749074 1.947581 -1.30 -1.71 -0.15
N 0.405068 -4.633657 2.954750 2.24 1.36 -0.30
O 1.389250 -4.286657 3.550501 -1.80 -0.49 -0.33
C 1.078733 -5.196598 0.596916 0.76 -0.26 0.88
C 1.587849 -6.765511 2.526006 -0.32 0.83 0.30
C -0.926025 -3.089045 4.405559 1.07 -0.39 0.33
H 0.315014 -2.127051 1.939452 0.08 -0.05 0.32
H -1.426372 -1.982750 1.933537 -0.16 -0.18 -0.14
H -0.540249 -3.163296 0.880625 -0.49 0.01 0.01
H -3.029207 -3.916770 2.733756 0.43 0.63 -0.33
H -2.299266 -5.102474 3.675105 0.13 -0.16 0.04
H -1.967835 -5.037881 0.624407 0.46 0.65 0.15
H -2.898484 -6.038883 1.517677 0.09 -0.36 0.46
H -0.714658 -7.125638 0.984494 -0.17 -0.03 0.01
H -1.049177 -6.989503 2.707645 0.37 -0.23 0.02
H 1.567540 -6.016716 0.069392 -0.25 -0.25 0.13
H 1.915559 -4.549127 0.865371 -0.24 0.62 -0.57
H 0.308163 -4.810056 -0.061744 0.12 0.39 0.25
H 1.153011 -7.149857 3.448322 0.25 -0.27 0.01
H 2.538184 -6.286401 2.753757 0.07 -0.13 -0.07
H 1.751336 -7.571817 1.814549 -0.16 0.01 0.02
H -0.073984 -2.459591 4.658011 0.07 -0.08 -0.08
H -0.961730 -3.894013 5.142031 0.11 -0.01 0.06
H -1.827720 -2.512008 4.606929 -0.19 -0.08 -0.73
C -4.328630 -2.784593 0.290795 0.44 -0.93 0.21
C -5.197566 -2.106825 -0.756645 -2.16 0.77 -0.39
C -6.239712 -1.114455 -0.180146 0.64 0.15 0.79
C -5.647997 0.202279 0.385336 -0.50 0.40 0.83
C -4.813662 0.949740 -0.637236 -0.74 -0.11 0.03
C -3.699940 0.127817 -1.281086 -0.63 0.59 -0.28
N -4.272331 -1.252903 -1.677645 3.71 -2.80 -0.13
O -3.575840 -1.895416 -2.444358 -2.35 1.79 1.19
C -2.535138 -0.130053 -0.281610 -1.20 1.20 0.74
C -3.242561 0.836580 -2.532622 1.53 -0.76 -1.13
C -5.967482 -3.105232 -1.641155 0.10 -0.43 -1.36
H -3.700715 -3.554041 -0.163438 0.25 0.27 -0.23
H -4.950357 -3.381273 0.961937 -0.54 0.26 -0.20
H -3.729111 -2.168034 0.956030 -0.07 0.33 -0.33
H -6.791125 -1.633510 0.604638 0.11 -0.09 0.04
H -6.991055 -0.945045 -0.951857 0.14 0.45 -0.06
H -5.169694 0.199451 1.371233 0.63 -1.20 -0.17
H -6.457515 0.842334 0.748081 -0.44 0.06 -0.83
H -4.351394 1.860491 -0.254414 0.00 -0.05 0.19
H -5.540682 1.300360 -1.373452 0.36 -0.05 -0.47
H -1.743645 -0.842924 -0.497528 -0.17 -0.01 -0.34
H -2.985915 -0.244390 0.706311 0.07 -0.77 -0.02
H -2.134982 0.875551 -0.124273 0.53 -0.05 -0.59
H -3.977509 0.867771 -3.335510 -0.26 0.32 0.27
H -2.372449 0.337749 -2.967728 -0.17 -0.42 0.04
H -2.774626 1.804722 -2.354026 -0.78 0.28 0.47
H -5.376324 -3.799846 -2.241033 0.56 -0.13 0.63
H -6.540871 -2.655567 -2.456420 -0.01 0.77 0.34
H -6.724788 -3.703053 -1.134656 0.31 0.18 0.65
C 4.380660 2.916744 -3.319453 0.24 -0.22 -0.43
C 5.040584 2.233717 -2.115676 -1.00 -0.17 0.08
C 4.088974 1.938913 -0.927944 0.43 0.24 -0.49
N 4.707301 0.981582 0.072563 -0.52 -0.67 0.49
C 5.999366 1.553489 0.622330 -1.10 -0.45 -0.23
C 4.870564 -0.448010 -0.530046 -0.06 1.41 -0.54
C 4.936972 -1.401762 0.619397 -1.44 -0.65 -0.20
C 4.261829 -0.657726 1.776073 0.88 -0.25 1.41
C 3.727051 0.649423 1.228521 0.41 -0.34 -0.55
H 4.174811 3.971658 -3.139852 -0.04 0.00 -0.09
H 3.511880 2.430034 -3.769562 -0.34 -0.13 0.65
H 5.083120 2.825484 -4.149548 0.24 0.49 0.12
H 5.871890 2.876890 -1.833087 0.16 -0.31 0.13
H 5.376656 1.258476 -2.469797 0.43 0.11 0.07
H 3.161055 1.521133 -1.325111 0.03 -0.47 0.29
H 3.790214 2.831682 -0.374957 0.30 0.08 0.12
H 6.666702 1.724794 -0.216421 0.09 0.20 0.23
H 6.433627 0.843113 1.321837 -0.01 0.07 0.00
H 5.648269 2.448287 1.132000 0.69 0.22 0.01
H 5.772807 -0.508657 -1.134871 -0.17 0.33 -0.20
H 3.960655 -0.520993 -1.125311 0.12 -0.36 -0.14
H 5.939452 -1.818525 0.676318 -0.04 0.18 0.88
H 4.237882 -2.223097 0.452534 0.43 -0.29 -0.58
H 4.974285 -0.554593 2.597361 0.04 0.54 -0.05
H 3.458521 -1.215370 2.259348 -0.14 -0.14 -0.36
H 3.635310 1.390887 2.021628 0.43 0.49 -0.42
H 2.751346 0.496162 0.760435 -0.07 -0.02 -0.25
C 2.825717 7.671334 -3.975642 -0.69 0.19 0.50
C 1.537312 6.903115 -3.691521 0.13 -0.71 0.83
C 1.586406 6.518258 -2.192902 -0.77 0.54 -0.57
N 0.594912 5.428835 -1.774680 -0.28 0.55 1.43
C -0.667571 5.386893 -2.611494 0.31 -0.44 0.52
C 1.231851 4.022222 -1.625311 -0.64 0.56 -1.76
C 0.445984 3.242856 -0.606928 -0.30 0.24 0.78
C -0.211343 4.333199 0.244157 -0.20 0.88 -0.34
C 0.180419 5.722509 -0.325136 0.85 -1.81 0.07
H 3.679888 7.021800 -3.785670 0.11 -0.04 -0.65
H 2.933942 8.458894 -3.226834 -0.09 0.30 -0.24
H 2.761848 8.113057 -4.966372 0.54 -0.07 0.01
H 1.441112 6.027484 -4.338676 0.36 -0.19 0.09
H 0.614114 7.451102 -3.882174 0.24 0.43 0.03
H 1.315320 7.385287 -1.588184 -0.25 0.14 -0.26
H 2.586803 6.302062 -1.815978 -0.02 -0.67 -0.29
H -1.332570 4.746800 -2.032489 -0.14 -0.21 -0.40
H -0.450084 4.986859 -3.598273 -0.02 -0.07 0.09
H -1.170350 6.346571 -2.711816 0.47 0.22 0.18
H 1.054059 3.601983 -2.614867 0.86 -0.22 -0.05
H 2.278333 4.204592 -1.399271 -0.03 -0.19 -0.10
H -0.214378 2.481881 -1.020192 -0.08 0.24 -0.24
H 1.009006 2.711469 0.158702 0.76 -0.44 -0.89
H -1.298933 4.285601 0.260691 0.06 -0.37 0.66
H 0.343349 4.197786 1.168358 -1.16 0.58 0.68
H -0.594500 6.474818 -0.209141 0.24 0.19 -0.36
H 1.113595 5.967926 0.179589 -0.15 0.68 -0.10